11
Properties=species:S:1:pos:R:3:forces:R:3:lowdin_charge:R:1 method="wB97M-V/def2-TZVPD" multiplicity=1 smiles="CN(N)C=S" total_charge=0 gap_ev=9.26
C 1.99847 -0.70240 0.09640 1.5 -4.7 -0.3 -0.127
N 0.77014 -0.03587 -0.18537 1.9 2.3 2.3 -0.339
N 1.10638 1.33851 -0.01957 -3.0 2.2 -3.1 0.026
C -0.43726 -0.62756 0.00766 1.5 -0.7 -1.8 -0.767
S -1.90978 -0.00307 0.04001 -0.7 0.7 0.4 0.628
H 2.59136 -0.51770 1.10296 -2.1 -0.4 -1.5 0.118
H 1.54994 -1.77544 -0.10300 2.0 1.1 1.4 0.098
H 2.89352 -0.70753 -0.62094 -1.8 1.0 0.2 0.094
H 0.46184 1.74647 -0.79992 1.6 -0.1 1.8 0.117
H 0.78815 1.84551 0.82604 -0.2 -1.2 -0.1 0.091
H -0.23127 -1.68101 -0.23513 -0.6 -0.1 0.7 0.061